# 1
# C9H15N3

An isolated molecule of C9H15N3 at a distorted geometry (ωB97M-V/def2-TZVPD, the OMol25 dataset).

Last column: Löwdin charge in e.
Positions of all 27 atoms, in Å:
C (-1.396, 2.147, -0.628)  -0.308
C (-2.146, 0.837, 1.236)  -0.391
C (-1.712, 1.985, 0.664)  -0.150
C (0.202, 0.142, -0.208)  -0.072
C (-3.105, 0.910, 2.395)  -0.010
C (2.272, 1.103, -1.240)  -0.021
C (2.127, -1.395, -0.543)  -0.041
C (-1.088, -1.825, -0.883)  0.061
C (1.309, -0.165, -1.124)  -0.369
N (-0.917, 2.202, -1.708)  0.148
N (-1.869, -0.328, 0.779)  0.064
N (-0.911, -0.516, -0.078)  -0.146
H (-1.923, 2.934, 1.186)  0.118
H (0.280, 0.958, 0.421)  0.111
H (-3.383, -0.168, 2.559)  0.100
H (-3.948, 1.364, 2.111)  0.032
H (-2.712, 1.393, 3.250)  0.072
H (2.971, 0.962, -1.961)  0.032
H (2.810, 1.170, -0.240)  0.105
H (1.573, 1.926, -1.388)  0.056
H (2.650, -1.074, 0.402)  0.094
H (2.793, -1.414, -1.408)  0.081
H (1.418, -2.248, -0.345)  0.068
H (-2.133, -2.158, -0.858)  0.094
H (-0.448, -1.633, -1.764)  0.084
H (-0.548, -2.542, -0.157)  0.107
H (0.988, -0.565, -2.000)  0.080

Properties
- gap between HOMO and LUMO (spin up / spin down) (eV) = 7.69 / 7.69
- E_HOMO (spin up / spin down) (Ha) = -0.2722 / -0.2723
- F_max (eV/A) = 4.9
- LUMO level (spin up / spin down) (eV) = 0.29 / 0.29
- total charge = 0
- ΔE to the lowest compared entry with this formula, charge and spin (eV) = 4.542

=====

# 2
# C27H29Cl60F5O2

A cluster of 21 separate species, C27H29Cl60F5O2 in total at a distorted geometry (ωB97M-V/def2-TZVPD, the OMol25 dataset).

Last column: Löwdin charge in e.
Positions of all 123 atoms, in Å:
O (2.614, -0.190, 0.128)  0.002
C (3.089, -0.104, -1.038)  -0.221
O (4.411, 0.403, -1.142)  -0.081
C (4.454, 1.702, -1.798)  -0.207
C (3.981, 2.932, -0.885)  -0.148
C (2.395, 3.145, -0.797)  -0.165
C (1.607, 2.911, -2.173)  -0.071
C (0.048, 3.016, -1.873)  -0.293
F (-0.715, 3.297, -3.040)  0.056
F (-0.227, 4.097, -0.961)  0.038
C (-0.585, 1.703, -1.197)  -0.319
F (-1.988, 1.749, -1.478)  0.067
F (-0.113, 0.498, -1.737)  0.049
F (-0.487, 1.752, 0.222)  0.072
H (2.451, -0.431, -1.940)  0.126
H (5.565, 1.897, -2.044)  0.114
H (3.925, 1.620, -2.806)  0.119
H (4.532, 3.889, -1.217)  0.071
H (4.370, 2.703, 0.178)  0.136
H (1.946, 2.484, 0.035)  0.118
H (2.226, 4.245, -0.491)  0.128
H (1.876, 3.684, -2.978)  0.145
H (1.815, 1.884, -2.629)  0.105
C (-1.431, 0.314, 3.100)  -1.499
Cl (0.021, 0.979, 3.860)  0.498
Cl (-1.283, -1.438, 2.900)  0.547
Cl (-2.871, 0.711, 4.051)  0.484
H (-1.536, 0.764, 2.115)  -0.005
C (4.187, -1.429, 2.403)  -1.536
Cl (5.318, -2.593, 1.695)  0.521
Cl (2.920, -2.267, 3.313)  0.518
Cl (5.043, -0.281, 3.442)  0.500
H (3.716, -0.873, 1.594)  -0.042
C (-0.286, -2.643, -0.457)  -1.507
Cl (-1.825, -1.809, -0.726)  0.541
Cl (-0.566, -4.300, 0.097)  0.508
Cl (0.690, -2.636, -1.934)  0.541
H (0.262, -2.110, 0.318)  -0.005
C (5.939, 5.914, -3.632)  -1.528
Cl (7.400, 6.537, -2.854)  0.537
Cl (6.044, 4.159, -3.838)  0.550
Cl (4.503, 6.346, -2.695)  0.502
H (5.855, 6.370, -4.617)  0.004
C (4.653, 1.730, 7.109)  -1.542
Cl (5.235, 3.341, 7.557)  0.521
Cl (3.357, 1.843, 5.915)  0.481
Cl (5.976, 0.741, 6.481)  0.490
H (4.257, 1.249, 8.002)  -0.003
C (0.220, 0.495, 8.082)  -1.510
Cl (0.799, 2.113, 8.506)  0.519
Cl (-1.058, 0.590, 6.866)  0.498
Cl (1.550, -0.504, 7.483)  0.520
H (-0.187, 0.031, 8.978)  0.017
C (-2.143, -7.727, 0.136)  -1.572
Cl (-0.690, -7.082, 0.911)  0.497
Cl (-2.012, -9.479, -0.075)  0.527
Cl (-3.582, -7.321, 1.082)  0.525
H (-2.239, -7.268, -0.851)  -0.087
C (-4.429, -8.652, -2.842)  -1.471
Cl (-3.826, -7.051, -2.384)  0.562
Cl (-5.670, -8.517, -4.095)  0.547
Cl (-3.101, -9.681, -3.395)  0.529
H (-4.879, -9.113, -1.964)  0.024
C (-2.614, -8.275, -6.839)  -1.557
Cl (-2.024, -6.672, -6.381)  0.508
Cl (-3.857, -8.146, -8.089)  0.502
Cl (-1.279, -9.297, -7.394)  0.517
H (-3.058, -8.740, -5.961)  -0.070
C (8.362, -0.616, 9.956)  -1.536
Cl (6.809, 0.210, 9.775)  0.508
Cl (8.121, -2.283, 10.496)  0.520
Cl (9.266, -0.580, 8.435)  0.518
H (8.943, -0.092, 10.711)  0.015
C (2.841, 10.052, -4.005)  -1.540
Cl (3.973, 8.843, -4.628)  0.503
Cl (1.510, 9.269, -3.142)  0.511
Cl (3.676, 11.200, -2.950)  0.532
H (2.426, 10.600, -4.848)  -0.020
C (-5.534, -11.811, -8.001)  -1.520
Cl (-7.290, -11.718, -8.200)  0.525
Cl (-4.713, -11.116, -9.406)  0.507
Cl (-5.032, -10.989, -6.516)  0.500
H (-5.254, -12.859, -7.923)  0.017
C (-6.592, 1.946, 3.773)  -1.528
Cl (-7.300, 0.537, 2.973)  0.528
Cl (-7.857, 3.071, 4.289)  0.525
Cl (-5.605, 1.446, 5.153)  0.494
H (-5.949, 2.458, 3.060)  0.018
C (-0.888, 4.622, 4.952)  -1.537
Cl (0.697, 5.190, 5.494)  0.482
Cl (-2.162, 5.728, 5.486)  0.526
Cl (-0.916, 4.444, 3.191)  0.509
H (-1.073, 3.646, 5.397)  -0.012
C (-4.519, -2.295, -3.440)  -1.550
Cl (-5.471, -1.696, -4.806)  0.526
Cl (-5.276, -1.840, -1.907)  0.515
Cl (-4.323, -4.051, -3.540)  0.488
H (-3.532, -1.837, -3.484)  -0.004
C (-10.992, 3.171, 6.753)  -1.556
Cl (-11.702, 1.762, 5.953)  0.513
Cl (-12.257, 4.296, 7.268)  0.517
Cl (-10.005, 2.671, 8.134)  0.514
H (-10.349, 3.683, 6.039)  -0.014
C (0.469, -2.481, -6.347)  -1.533
Cl (1.622, -3.663, -6.982)  0.530
Cl (-0.842, -3.292, -5.481)  0.504
Cl (1.287, -1.320, -5.291)  0.499
H (0.040, -1.936, -7.186)  0.018
C (2.945, 8.422, 6.550)  -1.529
Cl (1.962, 9.000, 5.198)  0.520
Cl (2.204, 8.870, 8.093)  0.522
Cl (3.169, 6.670, 6.453)  0.480
H (3.923, 8.896, 6.490)  0.015
C (-1.565, 9.861, -6.241)  -1.533
Cl (-2.058, 8.187, -6.527)  0.525
Cl (-1.917, 10.336, -4.574)  0.517
Cl (0.156, 10.072, -6.599)  0.523
H (-2.134, 10.505, -6.908)  0.015
C (1.994, -10.031, -4.996)  -1.549
Cl (3.450, -9.396, -4.216)  0.523
Cl (2.119, -11.782, -5.214)  0.518
Cl (0.555, -9.623, -4.052)  0.494
H (1.902, -9.569, -5.976)  0.008

Properties
- gap between HOMO and LUMO (eV) = 10.64
- E_HOMO (Ha) = -0.3896
- F_max (eV/A) = 4.9
- LUMO level (eV) = 0.04
- total charge = 0

=====

# 3
# C23H13Cl5GdN4O2S

A structure of composition C23H13Cl5GdN4O2S at a distorted geometry (ωB97M-V/def2-TZVPD, the OMol25 dataset).

Last column: Löwdin spin population.
Positions of all 49 atoms, in Å:
Gd (0.437, -0.111, -0.750)  6.838
O (-2.948, -0.958, 1.002)  0.000
C (-1.955, -1.418, 0.457)  -0.002
N (-0.667, -1.310, 0.890)  -0.012
C (-0.441, -0.953, 2.190)  0.000
O (-1.235, -0.980, 3.110)  0.000
C (0.993, -0.536, 2.451)  0.001
C (1.461, -0.642, 3.755)  0.000
C (2.773, -0.297, 4.031)  0.000
C (3.559, 0.172, 2.988)  0.000
C (3.002, 0.290, 1.723)  0.000
N (1.742, -0.058, 1.439)  -0.009
C (-2.073, -2.064, -0.905)  0.000
C (-3.109, -2.942, -1.197)  0.000
C (-3.251, -3.392, -2.501)  0.000
C (-2.360, -2.935, -3.463)  0.000
C (-1.336, -2.084, -3.082)  0.001
N (-1.180, -1.655, -1.826)  -0.003
H (0.785, -0.996, 4.518)  0.000
H (3.167, -0.385, 5.032)  0.000
H (4.589, 0.444, 3.151)  0.000
H (3.594, 0.681, 0.901)  0.000
H (-3.787, -3.251, -0.417)  0.000
H (-4.056, -4.057, -2.771)  0.000
H (-2.458, -3.218, -4.498)  0.000
H (-0.611, -1.711, -3.802)  0.001
Cl (3.307, -1.591, -1.595)  -0.004
C (2.895, -0.558, -2.939)  0.013
C (1.699, 0.128, -2.746)  0.137
C (1.298, 0.938, -3.809)  0.013
Cl (-0.228, 1.722, -3.507)  -0.002
C (2.039, 1.104, -4.975)  0.005
Cl (1.481, 2.110, -6.244)  0.003
C (3.261, 0.426, -5.091)  -0.006
Cl (4.246, 0.661, -6.473)  -0.002
C (3.689, -0.436, -4.072)  0.005
Cl (5.167, -1.285, -4.221)  0.003
S (-1.252, 1.959, -0.113)  0.010
C (-1.666, 2.319, 1.506)  0.001
N (-2.347, 1.439, 2.272)  0.001
C (-2.610, 1.669, 3.567)  0.000
C (-2.249, 2.851, 4.157)  0.002
C (-1.626, 3.836, 3.375)  0.000
C (-1.339, 3.572, 2.060)  0.002
H (-2.647, 0.523, 1.879)  0.000
H (-3.089, 0.866, 4.103)  0.000
H (-2.449, 3.036, 5.199)  0.000
H (-1.369, 4.788, 3.816)  0.000
H (-0.844, 4.290, 1.423)  0.000

Properties
- gap between HOMO and LUMO (spin up / spin down) (eV) = 8.36 / 6.25
- E_HOMO (spin up / spin down) (Ha) = -0.4241 / -0.4182
- F_max (eV/A) = 2.3
- 2S+1 = 8
- LUMO level (spin up / spin down) (eV) = -3.18 / -5.13
- total charge = +1
- ΔE to the lowest compared entry with this formula, charge and spin (eV) = 0.000

=====

# 4
# C23H21BiN8O4S4Se

A structure of composition C23H21BiN8O4S4Se (ωB97M-V/def2-TZVPD, the OMol25 dataset).

Last column: Löwdin charge in e.
Positions of all 62 atoms, in Å:
Bi (-1.009, 0.024, 0.641)  1.488
N (1.446, 0.902, 2.306)  -0.048
C (0.894, 1.220, 3.625)  -0.295
C (0.416, 2.675, 3.650)  -0.137
C (-1.034, 2.895, 3.141)  -0.726
O (-1.805, 3.471, 3.935)  -0.067
O (-1.232, 2.597, 1.930)  -0.178
H (1.928, 0.014, 2.245)  0.035
H (2.047, 1.643, 1.973)  0.064
H (1.615, 1.064, 4.439)  0.087
H (0.053, 0.543, 3.807)  0.093
H (1.075, 3.263, 2.998)  0.100
H (0.486, 3.082, 4.658)  0.090
O (-6.956, -2.527, 3.913)  -0.126
C (-5.954, -2.143, 3.343)  -1.072
S (-5.947, -1.013, 1.996)  0.913
C (-4.211, -1.001, 1.690)  -1.154
C (-3.456, -1.767, 2.500)  -1.176
S (-1.731, -2.015, 2.413)  0.381
S (-4.323, -2.677, 3.737)  0.905
S (-3.710, -0.030, 0.320)  0.427
Se (1.250, 3.657, -6.415)  0.920
N (1.966, 2.318, -5.455)  -0.292
C (1.226, 2.181, -4.367)  -0.369
C (1.469, 1.255, -3.323)  -0.146
C (2.591, 0.352, -3.337)  -0.052
C (2.840, -0.460, -2.306)  -0.056
C (1.966, -0.478, -1.077)  -0.253
N (0.899, 0.514, -1.094)  0.013
C (0.666, 1.233, -2.156)  -0.194
C (-0.540, 2.115, -2.108)  -0.117
N (-1.371, 1.982, -1.065)  0.023
C (-2.415, 2.790, -0.936)  -0.147
C (-2.727, 3.751, -1.891)  -0.041
C (-1.923, 3.858, -3.003)  -0.013
C (-0.803, 3.040, -3.121)  -0.096
C (0.093, 3.111, -4.274)  -0.348
N (-0.070, 3.962, -5.234)  -0.258
H (3.243, 0.368, -4.204)  0.097
H (3.719, -1.096, -2.315)  0.082
H (2.592, -0.296, -0.188)  0.130
H (-3.007, 2.657, -0.037)  0.073
H (-3.592, 4.388, -1.756)  0.101
H (-2.130, 4.570, -3.791)  0.106
C (2.883, -4.803, 0.738)  -0.077
N (2.552, -3.421, 0.458)  -0.097
C (2.208, -3.078, -0.927)  -0.047
C (1.279, -1.856, -0.768)  -0.471
O (0.159, -2.039, -1.586)  -0.154
N (0.921, -1.866, 0.650)  0.063
C (1.618, -2.757, 1.240)  -0.457
N (1.486, -3.098, 2.559)  0.163
H (3.602, -5.142, -0.008)  0.081
H (2.006, -5.461, 0.704)  0.093
H (3.352, -4.902, 1.717)  0.070
H (1.632, -3.880, -1.399)  0.132
H (3.102, -2.887, -1.516)  0.103
H (0.781, -2.576, 3.064)  0.035
H (2.314, -3.349, 3.067)  0.086
C (-1.108, -1.508, -1.097)  -0.359
H (-1.595, -1.032, -1.952)  0.040
H (-1.725, -2.339, -0.751)  0.029

Properties
- gap between HOMO and LUMO (eV) = 5.33
- E_HOMO (Ha) = -0.0564
- F_max (eV/A) = 1.0
- LUMO level (eV) = 3.80
- total charge = -2
- ΔE to the lowest compared entry with this formula, charge and spin (eV) = 1.602

=====

# 5
# C20H22F16NO2

A cluster of 3 separate species, C20H22F16NO2 in total at a distorted geometry (ωB97M-V/def2-TZVPD, the OMol25 dataset).

Last column: Löwdin charge in e.
Positions of all 61 atoms, in Å:
C (-0.008, 0.205, -0.574)  0.099
C (-0.379, 1.505, -0.596)  -0.121
N (-1.233, 2.151, -1.629)  0.057
C (-2.665, 2.267, -1.183)  -0.088
C (-3.445, 0.930, -1.339)  -0.146
C (-3.037, -0.167, -2.211)  -0.067
C (-3.775, -1.411, -2.366)  -0.074
C (-4.999, -1.621, -1.581)  -0.034
C (-5.430, -0.532, -0.712)  -0.016
C (-4.694, 0.729, -0.582)  -0.179
C (-5.280, 1.840, 0.362)  -0.044
H (1.002, -0.013, -0.141)  0.097
H (-0.584, -0.647, -0.993)  0.062
H (0.017, 2.181, 0.205)  0.124
H (-0.843, 3.090, -1.799)  0.190
H (-1.102, 1.625, -2.502)  0.164
H (-2.636, 2.491, -0.079)  0.132
H (-3.204, 3.135, -1.658)  0.157
H (-2.102, -0.062, -2.812)  0.096
H (-3.374, -2.167, -3.078)  0.115
H (-5.544, -2.584, -1.681)  0.116
H (-6.373, -0.654, -0.124)  0.119
H (-4.501, 2.545, 0.738)  0.066
H (-5.911, 1.417, 1.178)  0.090
H (-5.975, 2.443, -0.294)  0.102
C (1.238, -3.934, 0.982)  -0.036
C (0.647, -4.418, 2.319)  -0.439
C (0.044, -5.824, 2.324)  -0.299
F (-0.991, -5.940, 1.469)  0.093
F (-0.437, -6.116, 3.556)  0.103
F (-0.252, -3.505, 2.757)  0.128
F (1.664, -4.409, 3.224)  0.113
O (0.410, -3.097, 0.169)  0.016
C (-0.507, -3.716, -0.686)  -0.522
C (-1.955, -3.387, -0.321)  -0.292
F (-2.249, -3.763, 0.938)  0.111
F (-2.816, -4.043, -1.135)  0.098
F (-0.268, -5.036, -0.735)  0.153
F (-0.246, -3.238, -1.928)  0.134
H (2.081, -3.292, 1.245)  0.148
H (1.681, -4.749, 0.405)  0.149
H (0.798, -6.574, 2.070)  0.177
H (-2.144, -2.313, -0.408)  0.144
C (3.190, 2.565, 0.079)  -0.058
C (2.927, 3.782, 0.988)  -0.429
C (3.463, 5.128, 0.494)  -0.307
F (4.800, 5.129, 0.362)  0.106
F (3.160, 6.100, 1.386)  0.104
F (3.382, 3.510, 2.226)  0.146
F (1.563, 3.900, 1.101)  0.079
O (4.300, 1.739, 0.409)  0.042
C (5.564, 2.119, -0.065)  -0.513
C (6.536, 2.457, 1.069)  -0.279
F (6.065, 3.458, 1.840)  0.101
F (7.721, 2.867, 0.564)  0.110
F (5.434, 3.117, -0.959)  0.141
F (6.038, 1.060, -0.752)  0.153
H (2.328, 1.908, 0.207)  0.107
H (3.181, 2.830, -0.981)  0.147
H (3.014, 5.401, -0.466)  0.173
H (6.708, 1.586, 1.705)  0.178

Properties
- gap between HOMO and LUMO (eV) = 8.59
- E_HOMO (Ha) = -0.4521
- F_max (eV/A) = 2.8
- LUMO level (eV) = -3.71
- total charge = +1
- ΔE to the lowest compared entry with this formula, charge and spin (eV) = 0.000

=====

# 6
# C4H10

An isolated molecule of C4H10 at a distorted geometry (ωB97M-V/def2-TZVPD, the OMol25 dataset).

Last column: Löwdin charge in e.
Positions of all 14 atoms, in Å:
C (0.670, 0.103, 1.819)  -0.119
C (-0.795, -0.231, -1.744)  -0.130
C (-0.603, 0.334, -0.337)  -0.263
C (0.740, -0.114, 0.291)  -0.280
H (1.717, 0.151, 2.113)  0.064
H (0.116, -0.615, 2.422)  0.068
H (0.179, 1.045, 1.979)  0.059
H (-1.568, 0.299, -2.291)  0.062
H (-1.231, -1.216, -1.691)  0.061
H (0.063, -0.302, -2.400)  0.067
H (-1.323, -0.222, 0.258)  0.105
H (-0.565, 1.417, -0.355)  0.106
H (0.994, -1.119, -0.056)  0.103
H (1.606, 0.470, -0.007)  0.096

Properties
- gap between HOMO and LUMO (eV) = 12.27
- E_HOMO (Ha) = -0.4029
- F_max (eV/A) = 2.5
- LUMO level (eV) = 1.31
- total charge = 0
- ΔE to the lowest compared entry with this formula, charge and spin (eV) = 0.627